Record 1
Molecular formula: C31H36BN8O2PdS6
Method: DFT, the ωB97M-V functional and the def2-TZVPD basis

Results
E in Eh: -4333.055551
Frontier orbital gap (spin up / spin down) in eV: 5.5 / 3.0
Net charge: +1
Lowest unoccupied orbital energy (spin up / spin down) in Ha: -0.180 / -0.271
2S+1: 5
HOMO level (spin up / spin down) in eV: -10.38 / -10.37

CARTESIAN COORDINATES (ANGSTROEM)
Pd1 -0.52 0.08 0.42
S1 -3.56 1.49 1.80
S2 4.15 6.69 1.45
S3 1.38 5.70 1.83
S4 1.63 1.61 0.52
S5 -0.81 3.67 1.69
S6 3.36 3.92 0.76
O1 -3.29 2.82 2.35
O2 -3.48 0.38 2.69
N1 -0.52 -0.71 2.48
N2 -2.25 -2.31 0.26
N3 -2.57 1.18 0.58
N4 0.79 -1.76 0.17
N5 -1.19 -1.88 2.55
N6 0.17 -2.86 0.67
N7 -1.84 -1.40 -0.66
N8 -1.16 1.73 -1.06
C1 0.49 -5.33 0.80
C2 -1.57 -2.11 3.82
C3 2.02 -3.56 -0.30
C4 3.00 5.45 1.35
C5 -7.76 1.63 0.06
C6 -5.18 1.57 1.12
C7 0.90 -3.96 0.39
C8 2.83 -1.24 -1.15
C9 -1.13 -1.05 4.59
C10 -0.47 -0.20 3.71
C11 1.76 3.20 0.96
C12 0.80 4.11 1.46
C13 -7.31 2.64 0.90
C14 -5.60 0.54 0.28
C15 -2.80 -1.29 -1.57
C16 -2.34 -3.32 4.24
C17 -6.88 0.58 -0.25
C18 -2.68 -0.41 -2.77
C19 0.27 1.05 4.04
C20 -2.32 2.05 -0.44
C21 -3.46 -2.77 -0.07
C22 -6.03 2.62 1.43
C23 1.91 -2.17 -0.42
C24 -3.85 -2.15 -1.24
C25 -1.46 5.15 2.49
C26 -3.07 3.16 -0.87
C27 -9.14 1.65 -0.51
C28 -1.40 3.57 -2.55
C29 -0.72 2.47 -2.08
C30 -2.60 3.90 -1.92
C31 -4.19 -3.78 0.75
B1 -1.24 -2.81 1.32
H1 -4.46 -3.36 1.72
H2 -9.12 1.64 -1.60
H3 -2.48 -3.30 5.32
H4 1.05 0.84 4.77
H5 -0.45 -5.62 0.33
H6 0.21 2.15 -2.53
H7 -1.02 4.13 -3.39
H8 -9.71 0.77 -0.19
H9 -1.44 6.00 1.81
H10 -1.83 -4.24 3.96
H11 -0.93 5.35 3.41
H12 -4.00 3.41 -0.37
H13 -4.76 -2.32 -1.79
H14 -7.98 3.45 1.15
H15 -0.40 1.80 4.47
H16 -2.92 -0.98 -3.67
H17 -3.17 4.76 -2.26
H18 -5.11 -4.07 0.25
H19 -1.67 -0.03 -2.86
H20 1.25 -6.04 0.49
H21 -5.69 3.41 2.09
H22 2.81 -4.18 -0.68
H23 -3.60 -4.67 0.93
H24 2.40 -0.93 -2.10
H25 3.05 -0.35 -0.57
H26 -1.26 -0.93 5.65
H27 0.36 -5.40 1.88
H28 -4.93 -0.27 0.04
H29 -1.56 -3.90 1.67
H30 -3.33 -3.33 3.77
H31 0.74 1.46 3.15
H32 -3.37 0.43 -2.73
H33 -7.21 -0.21 -0.90
H34 -9.69 2.53 -0.20
H35 -2.49 4.89 2.71
H36 3.77 -1.74 -1.36

***

Record 2
Molecular formula: C31H36BaN6O6Si2
Method: DFT, the ωB97M-V functional and the def2-TZVPD basis

Results
E in Eh: -2587.644117
Frontier orbital gap in eV: 5.5
Net charge: -2
Lowest unoccupied orbital energy in Ha: 0.146
Energy relative to the best compared isomer or geometry (same formula, charge and spin) in eV: 2.888
HOMO level in eV: -1.55

CARTESIAN COORDINATES (ANGSTROEM)
Ba1 -0.31 -0.09 -0.12
Si1 3.77 -1.29 -0.86
Si2 3.70 1.46 0.94
O1 -3.67 1.39 -2.64
O2 -2.24 2.08 3.48
O3 -3.96 -5.32 1.11
O4 -0.19 -2.44 -0.02
O5 -5.29 -4.66 -0.56
O6 -1.26 -4.24 -0.81
N1 -0.10 -0.50 2.44
N2 -1.37 1.69 1.36
N3 -1.71 1.59 -1.41
N4 -1.08 -0.87 -2.62
N5 -4.66 -2.02 0.31
N6 -2.66 -1.16 0.11
C1 0.65 -0.39 5.11
C2 -2.77 5.05 0.68
C3 2.58 -2.09 -2.13
C4 -1.95 2.76 0.72
C5 -2.19 -0.05 -4.56
C6 -2.48 1.12 -2.37
C7 -0.20 0.55 4.57
C8 -1.49 1.52 2.67
C9 -1.19 -3.14 -0.25
C10 -3.93 -0.88 0.22
C11 4.91 1.30 2.45
C12 1.12 -1.41 4.28
C13 5.22 -0.60 -1.92
C14 -2.52 -2.50 0.14
C15 -0.68 -1.92 -3.32
C16 4.75 2.44 -0.34
C17 2.40 2.71 1.62
C18 -1.85 0.04 -3.21
C19 4.55 -2.85 -0.01
C20 -2.27 3.96 1.36
C21 0.71 -1.41 2.96
C22 2.92 -0.11 0.31
C23 -1.73 -1.13 -5.30
C24 -3.76 -3.08 0.29
C25 -4.27 -4.45 0.34
C26 -4.55 0.46 0.25
C27 -0.98 -2.10 -4.66
C28 -2.98 4.97 -0.69
C29 -2.66 3.80 -1.35
C30 -0.56 0.46 3.22
C31 -2.14 2.69 -0.69
H1 1.62 2.91 0.90
H2 1.78 -2.17 4.66
H3 1.92 2.29 2.50
H4 5.25 -2.59 0.78
H5 -4.12 1.04 1.06
H6 -0.63 -2.98 -5.18
H7 6.08 -0.35 -1.29
H8 2.63 -0.69 1.19
H9 5.62 0.49 2.30
H10 1.81 -2.62 -1.59
H11 3.08 -2.79 -2.80
H12 -1.97 -1.22 -6.36
H13 1.04 -2.18 2.27
H14 5.56 -1.31 -2.67
H15 2.85 3.65 1.92
H16 2.09 -1.33 -2.73
H17 -2.80 0.72 -5.00
H18 -3.36 5.82 -1.24
H19 4.35 1.07 3.35
H20 3.75 -3.44 0.44
H21 -2.78 3.75 -2.43
H22 -5.26 -3.96 -1.24
H23 5.07 -3.50 -0.71
H24 -4.35 0.99 -0.69
H25 4.99 3.45 -0.01
H26 -5.63 0.37 0.38
H27 4.21 2.53 -1.28
H28 5.48 2.20 2.65
H29 -5.64 -2.10 0.52
H30 -2.11 4.04 2.43
H31 4.92 0.31 -2.43
H32 -0.13 -2.66 -2.77
H33 -0.61 1.36 5.15
H34 0.95 -0.34 6.15
H35 5.68 1.93 -0.54
H36 -2.98 5.97 1.21

***

Record 3
Molecular formula: C31H36F3IN2OS
Method: DFT, the ωB97M-V functional and the def2-TZVPD basis

Results
E in Eh: -2382.834673
Frontier orbital gap in eV: 2.6
Lowest unoccupied orbital energy in Ha: -0.112
Energy relative to the best compared isomer or geometry (same formula, charge and spin) in eV: 0.000
HOMO level in eV: -5.68

CARTESIAN COORDINATES (ANGSTROEM)
I1 2.92 -3.15 6.55
S1 -1.34 0.85 2.74
F1 0.17 1.20 4.97
F2 1.32 1.04 3.10
F3 0.14 2.87 3.53
O1 1.29 -2.21 4.20
N1 -2.18 1.87 -0.03
N2 -0.06 2.79 0.08
C1 0.03 0.46 -0.14
C2 1.88 -3.02 3.39
C3 3.41 -2.80 3.56
C4 4.04 -3.08 4.78
C5 -0.83 1.61 0.43
C6 5.16 0.63 0.13
C7 1.30 2.44 -0.02
C8 -3.00 -0.91 -0.04
C9 5.55 -1.84 2.83
C10 -0.84 3.74 -0.67
C11 3.78 1.22 0.05
C12 2.65 0.43 -0.22
C13 1.26 -4.37 3.88
C14 -3.42 1.48 0.53
C15 0.15 1.49 3.66
C16 2.16 4.64 0.73
C17 3.63 2.58 0.35
C18 1.54 -2.80 1.82
C19 -4.25 2.46 1.13
C20 -7.70 0.78 0.91
C21 2.40 3.23 0.32
C22 -6.20 1.00 0.93
C23 5.44 -3.02 4.93
C24 -5.32 -0.02 0.55
C25 4.17 -2.03 2.66
C26 1.40 1.05 -0.12
C27 -5.62 2.22 1.28
C28 -3.94 0.16 0.37
C29 -3.73 3.78 1.59
C30 -2.12 2.98 -0.99
C31 6.20 -2.38 3.94
H1 -3.00 3.63 -0.91
H2 -8.19 1.00 1.87
H3 1.83 -5.24 3.59
H4 -2.43 -0.61 -0.93
H5 4.52 3.16 0.63
H6 5.19 -0.37 -0.29
H7 -8.26 1.38 0.17
H8 1.79 -1.75 1.62
H9 1.30 4.66 1.42
H10 0.49 -2.92 1.52
H11 -3.84 4.57 0.84
H12 -7.90 -0.28 0.68
H13 -0.29 4.17 -1.53
H14 -6.24 3.04 1.67
H15 -5.78 -0.99 0.37
H16 -2.06 2.51 -1.98
H17 7.29 -2.35 3.99
H18 -4.33 4.11 2.44
H19 5.89 1.25 -0.40
H20 3.69 -1.52 1.82
H21 -0.29 0.33 -1.19
H22 -2.27 -1.13 0.76
H23 6.08 -1.22 2.10
H24 5.89 -3.36 5.85
H25 -1.06 4.57 0.02
H26 3.04 5.02 1.25
H27 2.78 -0.64 -0.43
H28 1.07 -4.41 4.95
H29 -3.54 -1.83 -0.29
H30 -0.05 -0.53 0.33
H31 -0.89 1.79 1.67
H32 0.27 -4.34 3.41
H33 1.92 5.31 -0.10
H34 5.49 0.58 1.18
H35 -2.68 3.74 1.91
H36 2.14 -3.49 1.20

***

Record 4
Molecular formula: C31H36N3ReS2Si2
Method: DFT, the ωB97M-V functional and the def2-TZVPD basis

Results
E in Eh: -2820.680268
Frontier orbital gap (spin up / spin down) in eV: 6.8 / 7.1
Net charge: +1
Lowest unoccupied orbital energy (spin up / spin down) in Ha: -0.142 / -0.134
Energy relative to the best compared isomer or geometry (same formula, charge and spin) in eV: 0.000
2S+1: 2
HOMO level (spin up / spin down) in eV: -10.67 / -10.74

CARTESIAN COORDINATES (ANGSTROEM)
Re1 -0.62 -0.26 0.93
S1 0.63 -0.35 5.14
S2 -1.36 -1.42 3.02
Si1 -0.58 0.40 -2.66
Si2 -0.22 2.77 -0.48
N1 0.60 0.20 2.61
N2 0.12 -1.85 0.30
N3 -2.56 -0.02 0.25
C1 -0.99 4.24 -1.37
C2 2.43 -1.03 0.05
C3 3.41 2.57 3.16
C4 3.57 2.37 4.53
C5 3.80 -1.78 -1.78
C6 2.43 1.88 2.45
C7 -1.73 -3.45 0.18
C8 2.77 1.49 5.22
C9 -3.44 1.70 -1.12
C10 -0.16 -5.37 1.44
C11 1.79 0.81 4.52
C12 -3.78 -0.33 0.72
C13 -1.39 1.55 -3.92
C14 -4.70 1.37 -0.67
C15 -4.88 0.33 0.26
C16 -0.01 -0.52 3.56
C17 1.24 0.29 -3.09
C18 1.57 -2.65 -1.52
C19 -2.25 -4.70 0.47
C20 1.61 2.84 -0.90
C21 -2.35 0.96 -0.65
C22 0.38 -4.13 1.15
C23 -1.46 -1.25 -2.87
C24 3.63 -1.00 -0.65
C25 2.77 -2.62 -2.20
C26 -1.48 -5.66 1.10
C27 -0.42 -3.16 0.54
C28 -0.89 1.05 -0.89
C29 1.39 -1.84 -0.39
C30 1.61 1.00 3.14
C31 -0.64 3.05 1.35
H1 -2.48 1.57 -3.83
H2 1.89 0.11 -2.23
H3 -5.87 0.07 0.62
H4 -3.83 -1.12 1.46
H5 -1.16 1.17 -4.92
H6 -1.89 -6.63 1.32
H7 2.13 1.91 -0.71
H8 -1.11 -2.02 -2.20
H9 -1.02 2.57 -3.87
H10 0.45 -6.11 1.93
H11 1.40 -3.90 1.42
H12 2.90 1.33 6.29
H13 -0.62 5.15 -0.91
H14 -3.28 2.50 -1.83
H15 2.10 3.65 -0.36
H16 -2.08 4.28 -1.30
H17 -1.30 -1.61 -3.89
H18 -1.65 3.44 1.44
H19 -2.54 -1.15 -2.73
H20 -3.27 -4.93 0.18
H21 -0.71 4.28 -2.42
H22 -2.32 -2.71 -0.33
H23 -5.55 1.92 -1.03
H24 2.30 2.04 1.40
H25 4.35 2.92 5.06
H26 0.78 -3.31 -1.84
H27 4.43 -0.37 -0.30
H28 -0.59 2.16 1.99
H29 2.90 -3.25 -3.07
H30 2.32 -0.47 0.97
H31 1.40 -0.52 -3.80
H32 4.73 -1.76 -2.32
H33 4.05 3.26 2.64
H34 1.57 1.21 -3.57
H35 1.71 3.06 -1.97
H36 0.03 3.77 1.82

***

Record 5
Molecular formula: C31H37AlBBeBrCl4F5N4NaO9S2
Method: DFT, the ωB97M-V functional and the def2-TZVPD basis

Results
E in Eh: -8253.538121
Frontier orbital gap in eV: 1.2
Net charge: +2
Lowest unoccupied orbital energy in Ha: -0.358
Energy relative to the best compared isomer or geometry (same formula, charge and spin) in eV: 4.453
HOMO level in eV: -10.94

CARTESIAN COORDINATES (ANGSTROEM)
Br1 2.00 2.21 4.62
Cl1 2.12 -4.77 0.25
Cl2 -1.76 0.47 0.11
Cl3 4.73 -4.18 4.33
Cl4 3.16 -2.09 5.62
S1 -2.06 -1.16 1.93
S2 -1.20 -0.73 -3.25
Al1 -7.31 -1.33 -0.24
Na1 2.75 -3.88 -1.70
F1 -4.41 -4.27 -2.93
F2 -8.08 -1.42 2.81
F3 -7.47 0.13 4.44
F4 -7.06 0.59 2.19
F5 -5.83 -1.05 3.30
O1 -0.48 2.26 1.61
O2 -3.56 3.01 -1.39
O3 -5.12 4.68 -4.42
O4 -3.60 3.14 -4.57
O5 -2.55 -0.58 -2.61
O6 -4.76 3.66 -6.40
O7 4.69 3.22 2.45
O8 3.39 -0.24 2.84
O9 -1.27 4.19 -2.36
N1 -0.56 6.28 -2.88
N2 -0.54 5.58 -0.71
N3 -0.84 -3.85 0.63
N4 0.40 0.56 3.08
C1 7.00 -0.05 0.13
C2 -4.22 2.24 -0.37
C3 -4.56 -2.33 -1.42
C4 -1.14 -2.34 -4.05
C5 -3.86 -3.58 -1.86
C6 5.85 -1.06 -1.97
C7 3.38 1.13 2.49
C8 6.09 -0.92 0.95
C9 2.67 -2.30 1.59
C10 -2.05 -3.28 0.05
C11 -0.81 5.29 -2.00
C12 1.56 -3.20 1.04
C13 -2.65 -4.03 -1.13
C14 5.05 -1.84 0.40
C15 4.84 1.77 2.33
C16 -4.46 0.80 -0.97
C17 2.31 -0.99 2.30
C18 -0.26 -1.58 1.82
C19 4.93 -1.91 -1.13
C20 0.10 1.49 2.27
C21 -2.75 -2.05 0.49
C22 -1.21 0.25 -4.76
C23 0.84 -0.66 2.39
C24 5.86 1.33 3.46
C25 -3.98 -1.57 -0.23
C26 6.87 -0.13 -1.36
C27 -4.77 -0.24 0.18
C28 4.20 -2.68 1.46
C29 3.84 -3.71 5.78
C30 -4.56 3.87 -5.20
C31 0.08 -2.88 1.16
B1 -7.11 -0.44 3.20
Be1 -1.72 1.47 -2.08
H1 6.23 2.22 4.07
H2 -5.49 -1.96 -1.92
H3 4.53 -3.72 6.63
H4 5.20 1.60 1.27
H5 7.56 0.52 -1.97
H6 -4.38 0.13 1.17
H7 4.67 -2.47 2.48
H8 -0.22 -2.43 -4.62
H9 -3.52 2.11 0.52
H10 -0.19 7.18 -2.61
H11 -5.20 0.77 -1.83
H12 -2.16 -4.99 -1.47
H13 -0.29 0.08 -5.31
H14 -3.00 3.70 -0.97
H15 2.92 1.75 3.47
H16 5.45 0.56 4.18
H17 6.20 -0.89 2.06
H18 -1.17 -3.11 -3.28
H19 -3.48 0.45 -1.39
H20 -3.76 3.58 -3.71
H21 6.78 0.92 2.93
H22 -0.17 6.46 -0.40
H23 -2.07 -0.03 -5.38
H24 -0.72 4.86 -0.03
H25 2.71 1.39 1.62
H26 5.83 -1.09 -3.10
H27 -0.75 6.10 -3.85
H28 3.76 3.46 2.62
H29 4.40 -3.78 1.27
H30 -0.42 -4.40 -0.13
H31 7.73 0.62 0.67
H32 -5.20 2.72 -0.10
H33 -1.29 1.31 -4.50
H34 -2.01 -2.46 -4.71
H35 -5.89 -0.48 0.26
H36 3.04 -4.42 5.95
H37 4.19 -2.59 -1.62

***

Record 6
Molecular formula: C31H37Cl7CsN4OS3
Method: DFT, the ωB97M-V functional and the def2-TZVPD basis

Results
E in Eh: -5933.890804
Frontier orbital gap in eV: 5.4
Net charge: -1
Lowest unoccupied orbital energy in Ha: 0.062
Energy relative to the best compared isomer or geometry (same formula, charge and spin) in eV: 0.049
HOMO level in eV: -3.76

CARTESIAN COORDINATES (ANGSTROEM)
Cs1 -0.28 -0.44 0.18
Cl1 -2.77 -1.89 -5.01
Cl2 -3.16 1.68 0.82
Cl3 -2.29 0.33 -2.86
Cl4 -5.34 -0.03 -0.16
Cl5 3.06 -0.58 -3.16
Cl6 -0.36 -3.52 -6.14
Cl7 2.54 -2.90 -5.19
S1 0.26 3.06 -1.57
S2 2.72 1.48 0.29
S3 0.03 3.22 1.84
O1 0.08 -0.78 2.83
N1 -1.50 -5.24 -0.19
N2 1.46 -5.20 -0.50
N3 1.42 -3.00 -0.45
N4 -1.56 -3.14 -0.83
C1 -0.78 -4.12 -0.50
C2 1.99 2.86 -2.03
C3 0.68 -4.08 -0.49
C4 -1.15 -1.51 -4.50
C5 -0.08 -2.24 -5.00
C6 0.86 -2.64 5.83
C7 0.32 4.61 -0.63
C8 -2.84 -3.61 -0.72
C9 0.38 -0.15 -3.15
C10 -0.87 -0.51 -3.56
C11 1.21 -1.95 -4.59
C12 0.83 -2.28 4.49
C13 0.12 -1.12 4.07
C14 -2.83 -4.91 -0.31
C15 0.20 -1.90 6.80
C16 1.52 -3.11 3.43
C17 3.03 -3.24 3.68
C18 2.72 -3.43 -0.45
C19 -0.49 -0.76 6.41
C20 3.03 2.81 -0.91
C21 0.88 -4.49 3.28
C22 2.77 -4.79 -0.46
C23 2.71 2.31 1.90
C24 -1.02 2.10 5.52
C25 -0.43 4.54 0.69
C26 -0.54 -0.35 5.08
C27 1.80 3.53 2.08
C28 -1.30 0.88 4.65
C29 -4.53 1.54 -0.29
C30 -2.81 0.60 4.58
C31 1.40 -0.91 -3.68
H1 3.51 -3.79 2.86
H2 3.59 -5.48 -0.47
H3 2.40 1.52 2.58
H4 3.49 -2.25 3.74
H5 1.37 -2.58 2.49
H6 -1.38 1.96 6.54
H7 1.98 1.92 -2.58
H8 -0.12 5.41 -1.23
H9 -3.69 -2.99 -0.94
H10 -1.49 4.34 0.51
H11 -1.51 2.99 5.11
H12 2.10 4.34 1.42
H13 1.15 -6.15 -0.63
H14 1.94 3.89 3.11
H15 1.36 4.88 -0.47
H16 -3.19 0.34 5.57
H17 -3.01 -0.23 3.91
H18 0.06 2.30 5.57
H19 0.23 -2.20 7.84
H20 1.40 -3.54 6.13
H21 3.72 2.60 2.17
H22 3.09 3.75 -0.37
H23 0.97 -5.07 4.21
H24 -0.18 -4.39 3.05
H25 2.27 3.66 -2.73
H26 -3.61 -5.62 -0.11
H27 -1.14 -6.07 0.26
H28 -0.96 1.09 3.63
H29 -1.01 -0.16 7.16
H30 -0.37 5.51 1.20
H31 1.37 -5.06 2.48
H32 3.23 -3.76 4.61
H33 -4.16 1.65 -1.30
H34 3.53 -2.72 -0.43
H35 -5.25 2.31 -0.04
H36 4.00 2.63 -1.36
H37 -3.35 1.48 4.22

***

Question: Number 3 is which compound?
Answer: C31H36F3IN2OS